The following is a DFT calculation (ωB97M-V/def2-TZVPD) of a cluster of 4 separate species, C20H40BrF2NO10P in total.

HOMO-LUMO gap: 8.67 eV
Lowest unoccupied orbital energy: -3.26 eV
F_max: 1.63 eV/Å
HOMO energy: -11.924 eV

Structure (ORCA input):
```
! wB97M-V def2-TZVPD RIJCOSX def2/J DEFGRID3
* xyz 1 1
O -5.087 -5.048 1.990
P -3.648 -4.286 1.803
Br -3.790 -3.324 -0.219
C -3.898 -2.915 3.082
C -2.472 -2.331 3.334
C -2.231 -0.877 2.945
C -1.903 -0.676 1.482
F -1.119 -1.695 0.997
C -4.954 -1.920 2.548
C -5.649 -1.113 3.671
C -4.981 -1.246 5.029
N -4.777 -2.657 5.415
F -3.778 -2.722 6.357
C -4.516 -3.588 4.285
H -5.159 -5.775 1.349
H -2.292 -2.396 4.402
H -1.750 -3.001 2.879
H -1.345 -0.568 3.489
H -3.023 -0.202 3.247
H -1.426 0.292 1.373
H -2.800 -0.629 0.868
H -5.740 -2.521 2.106
H -4.589 -1.283 1.759
H -6.662 -1.491 3.776
H -5.756 -0.068 3.423
H -4.027 -0.743 5.003
H -5.558 -0.734 5.785
H -5.622 -2.985 5.894
H -5.441 -4.072 3.996
H -3.866 -4.373 4.655
C 0.494 4.337 -3.722
C -0.819 4.331 -2.971
O -1.475 3.057 -3.070
C -1.001 2.097 -2.282
O -0.119 2.203 -1.464
O -1.690 0.980 -2.527
C -1.228 -0.157 -1.793
H 0.342 4.027 -4.756
H 0.933 5.335 -3.713
H 1.204 3.645 -3.274
H -1.505 5.049 -3.417
H -0.689 4.605 -1.924
H -1.192 0.055 -0.733
H -0.247 -0.464 -2.156
H -1.935 -0.965 -1.965
C 2.615 2.862 0.113
C 3.525 3.155 -1.058
O 4.554 4.098 -0.718
C 5.576 3.608 -0.018
O 5.723 2.460 0.320
O 6.418 4.611 0.240
C 7.540 4.251 1.049
H 2.208 3.789 0.520
H 1.791 2.223 -0.194
H 3.161 2.365 0.915
H 2.959 3.623 -1.859
H 3.971 2.245 -1.459
H 8.072 3.402 0.626
H 7.215 4.023 2.063
H 8.199 5.114 1.069
C 5.044 -1.642 -2.077
C 4.951 -0.690 -3.250
O 4.462 -1.341 -4.434
C 3.150 -1.560 -4.472
O 2.352 -1.251 -3.622
O 2.867 -2.188 -5.615
C 1.495 -2.557 -5.765
H 5.643 -2.515 -2.344
H 5.503 -1.146 -1.223
H 4.058 -1.997 -1.780
H 5.941 -0.321 -3.510
H 4.328 0.174 -3.016
H 0.841 -1.699 -5.626
H 1.238 -3.345 -5.058
H 1.383 -2.934 -6.778
*
```